A cluster of 19 separate species, C56H94Cl20O27 in total in a non-equilibrium geometry, computed with ωB97M-V with the def2-TZVPD basis set.

**E**: -13425.6125 Ha
**M**: 1908.40 g/mol
**HOMO-LUMO gap**: 9.9138 eV
**Charge**: 0
**2S+1**: 1

```
197
Properties=species:S:1:pos:R:3:forces:R:3
C 21.807660 8.760230 21.794560 -0.376 -0.143 0.470
C 21.332260 8.806590 23.247680 -0.497 0.148 -1.982
C 21.958380 7.759530 24.118140 0.131 0.227 -0.288
O 22.554080 8.532860 25.164470 0.165 0.203 0.896
C 22.385430 9.871470 24.946180 0.137 2.371 3.457
O 22.651670 10.795290 25.779350 -0.802 -4.223 -3.969
O 21.768650 10.006410 23.775290 0.731 2.763 0.974
H 22.896370 8.813170 21.790400 0.048 -0.454 -0.081
H 21.503260 9.617590 21.194240 -0.407 -0.009 0.173
H 21.400140 7.840800 21.374240 0.319 -0.070 -0.376
H 20.246540 8.826170 23.342200 -0.133 -0.283 -0.214
H 22.750750 7.257870 23.562620 -0.032 -0.351 0.276
H 21.149160 7.098540 24.428540 0.547 -0.274 0.604
C 18.407050 4.551360 12.873470 0.761 -0.019 0.083
C 18.203790 5.075950 14.321440 -1.415 -2.421 -2.827
C 19.287830 4.751790 15.254050 0.641 -1.695 1.190
O 19.777250 5.976740 15.640780 1.058 2.529 0.089
C 19.073680 6.989930 15.026680 2.061 2.837 2.846
O 19.285650 8.183760 15.265020 -0.757 -3.325 -1.065
O 18.123750 6.462200 14.320840 -1.496 1.336 -1.092
H 19.342840 4.868040 12.412930 0.134 0.889 0.230
H 17.605700 4.814090 12.182880 -0.122 -0.097 0.288
H 18.617710 3.482230 12.847690 -0.817 -0.230 0.401
H 17.272760 4.635280 14.677950 -0.305 0.385 -0.009
H 20.073650 4.118140 14.842870 0.056 0.112 -0.135
H 18.904900 4.271180 16.154310 0.033 -0.302 0.020
C 17.485580 -1.201940 25.162850 0.570 -0.456 0.045
C 18.270250 0.049440 25.532620 -0.622 0.123 0.095
C 18.120440 0.509980 26.993130 -1.129 -0.605 0.081
O 19.409440 0.784330 27.422820 2.674 0.648 -0.200
C 20.328330 0.335760 26.518730 3.294 -1.472 0.123
O 21.569490 0.246870 26.647180 -4.987 0.932 -0.167
O 19.660000 -0.185290 25.443560 1.024 0.197 0.322
H 17.724360 -2.044960 25.811230 -0.218 0.255 0.683
H 17.815760 -1.640300 24.221090 -0.148 0.640 -0.492
H 16.413580 -1.005090 25.149370 0.124 -0.078 -0.068
H 18.028400 0.854220 24.838400 -0.099 0.114 -0.085
H 17.782700 -0.304720 27.633670 -0.442 -0.155 -0.093
H 17.503580 1.390390 27.173290 -0.021 -0.108 -0.311
C 16.804830 3.094810 17.964980 -0.200 0.858 0.695
C 17.536830 3.792150 19.162840 -1.200 -1.717 -1.539
C 18.681950 2.980150 19.743180 -0.954 0.022 -0.162
O 19.628740 4.021670 19.929820 2.508 -2.652 2.768
C 19.297620 5.109900 19.355630 2.561 3.155 -0.060
O 19.932050 6.151170 19.361030 -0.473 -1.015 0.042
O 18.229900 4.924710 18.693410 -3.487 1.372 -2.604
H 16.021490 2.422290 18.314540 0.272 -0.288 0.137
H 17.463420 2.592140 17.256690 0.278 -0.211 0.371
H 16.247360 3.811440 17.361850 -0.001 0.396 0.150
H 16.850410 4.128880 19.939720 -0.168 -0.079 -0.046
H 19.046890 2.225120 19.046880 0.250 0.065 0.063
H 18.364240 2.525300 20.681410 0.484 0.050 0.135
C 14.467520 0.673400 26.649520 -0.912 0.215 -0.266
C 14.011230 1.153990 25.245290 -0.704 0.159 0.906
C 13.430870 2.599760 25.156420 -2.124 -1.896 2.629
O 14.048310 3.198640 24.073800 -0.041 0.382 -0.269
C 15.023580 2.396970 23.683270 4.432 1.081 -1.980
O 15.902540 2.726400 22.864480 -2.759 -1.037 1.730
O 15.088570 1.271280 24.395790 2.389 0.503 -1.689
H 15.085410 1.366200 27.220790 0.128 0.359 -0.596
H 14.995870 -0.279930 26.639300 -0.235 -0.025 -0.253
H 13.576890 0.573290 27.269890 -0.149 -0.308 -0.041
H 13.412140 0.455320 24.661290 -0.842 -0.327 0.997
H 13.548230 3.064210 26.135510 0.775 0.739 -0.332
H 12.345910 2.538560 25.071480 -0.008 0.170 -0.702
C 14.271430 -2.363510 19.806220 1.579 1.058 1.201
C 15.201380 -1.152360 20.096230 -0.426 -0.771 0.260
C 16.024410 -1.028740 21.455820 -1.522 0.869 -0.784
O 17.300320 -0.636600 20.978630 1.407 0.609 -0.072
C 17.417520 -0.663800 19.643310 0.490 -1.803 -1.610
O 18.421810 -0.422990 18.970290 -2.897 -0.241 2.051
O 16.249310 -1.266690 19.150140 2.137 1.475 -0.450
H 14.919170 -3.191050 20.095530 -0.634 -0.574 -0.032
H 14.058970 -2.412700 18.738250 -0.192 0.141 0.208
H 13.392360 -2.238010 20.438350 -0.118 -0.479 -0.231
H 14.636910 -0.241800 19.895340 0.184 0.308 0.125
H 16.073620 -1.859020 22.160320 0.243 -0.492 -0.606
H 15.668080 -0.186680 22.049160 -0.202 0.043 -0.072
C 23.533790 5.730720 16.815760 1.008 -1.279 -0.674
C 22.608930 6.600280 17.615440 -0.433 -2.688 -1.095
C 22.979350 6.589170 19.042310 1.801 -0.235 1.167
O 23.571140 7.881880 19.183300 -0.358 -0.106 1.427
C 23.401740 8.606580 18.072710 1.123 2.291 1.503
O 23.785900 9.749950 18.031360 -0.572 -0.998 -0.724
O 22.802060 7.901940 17.148640 -1.147 0.732 -1.117
H 24.575340 5.832270 17.120640 0.150 0.671 0.042
H 23.502350 5.873700 15.735640 -0.285 0.300 0.054
H 23.419450 4.656690 16.962340 -0.715 -0.124 0.216
H 21.593880 6.205320 17.573210 -0.284 0.811 -0.762
H 23.809690 5.909060 19.232240 -0.056 -0.334 -0.044
H 22.195050 6.292450 19.738680 -0.182 0.951 0.018
C 19.522610 9.577160 18.131180 -1.278 -0.844 0.150
C 18.093850 9.075420 18.652970 3.823 0.856 -1.138
C 18.141900 8.474220 20.036830 1.061 -0.887 -0.830
O 17.194450 9.213310 20.708670 -1.513 -0.484 1.947
C 16.689320 10.156520 19.927160 -4.605 4.269 6.046
O 15.847420 10.982350 20.384720 2.355 -2.888 -1.821
O 17.268550 10.215120 18.833400 0.873 0.186 -4.756
H 20.110750 8.664330 18.036700 0.169 0.092 -0.217
H 20.056580 10.266550 18.785180 -0.422 -0.126 0.535
H 19.469310 10.088250 17.169900 -0.249 -0.375 -0.076
H 17.699030 8.330880 17.961690 -0.296 0.548 -0.361
H 19.100250 8.610780 20.537830 0.058 -0.395 -0.104
H 17.846210 7.431780 19.918570 0.198 -0.079 0.723
C 15.736310 8.912250 23.831750 0.654 0.497 -0.594
C 16.207780 7.438560 23.680390 -0.678 1.303 0.693
C 15.758000 6.702700 22.446580 -0.332 -0.031 -0.190
O 16.921860 5.992980 22.084590 -0.203 -1.603 -1.968
C 17.979660 6.438260 22.692450 3.622 -0.563 -0.302
O 19.141710 6.083110 22.466430 -2.355 0.529 0.422
O 17.650530 7.325940 23.591530 -0.327 1.370 1.134
H 16.516380 9.560500 24.230960 0.076 -0.552 1.157
H 14.781820 9.046430 24.340700 0.289 -0.364 0.402
H 15.637090 9.536710 22.943870 -0.292 -0.945 -1.013
H 15.884540 6.866940 24.550370 0.266 0.144 0.302
H 15.491480 7.392320 21.645650 -0.204 -0.222 -0.063
H 15.029440 5.915630 22.641060 -0.404 0.455 -0.091
Cl 21.157340 3.294890 24.254860 -0.114 -0.034 0.578
C 21.716830 3.517370 22.601710 0.275 -0.178 -1.119
C 23.101520 2.873090 22.445830 -0.110 0.801 0.285
Cl 23.630740 2.728230 20.737380 -0.374 -0.061 -0.005
H 21.776690 4.585790 22.394390 -0.134 -0.074 0.035
H 20.967200 3.086500 21.938000 0.169 -0.027 0.058
H 23.156300 1.904400 22.942560 0.084 0.072 -0.229
H 23.811700 3.596930 22.845600 0.110 -0.477 0.368
Cl 14.664590 0.308140 16.612110 -0.353 0.787 -0.041
C 15.675770 -0.877240 15.803960 0.483 -1.315 0.499
C 15.369010 -1.082120 14.353730 -0.557 0.643 -0.704
Cl 16.377650 -2.339650 13.644040 0.671 -0.549 0.020
H 15.458960 -1.788740 16.360970 0.375 -0.140 -0.140
H 16.730120 -0.624780 15.916750 -0.121 0.151 0.185
H 15.606710 -0.180910 13.788560 -0.386 0.049 0.052
H 14.354350 -1.426100 14.153120 -0.009 0.436 0.234
Cl 12.386820 2.086620 18.693880 -0.029 0.006 0.325
C 11.934150 3.280030 19.962020 0.512 0.731 -0.050
C 12.705060 3.007680 21.295590 0.466 1.708 -1.646
Cl 11.985230 1.654670 22.038280 -0.526 -1.744 1.180
H 10.845520 3.291410 20.015510 0.106 -0.575 0.613
H 12.120730 4.247030 19.494900 0.667 0.062 0.349
H 12.794620 3.818060 22.019020 -1.010 0.370 -0.229
H 13.773530 2.856080 21.142350 -0.055 -0.571 -0.629
Cl 21.411440 -4.530920 18.171790 -0.454 0.223 -0.198
C 20.409070 -3.161450 17.577750 -1.672 0.169 0.258
C 18.847660 -3.442040 17.645430 1.495 -0.510 0.281
Cl 18.378090 -4.571500 16.353910 -0.117 -0.076 -0.143
H 20.700330 -2.937130 16.551620 0.025 -0.046 0.210
H 20.628310 -2.326310 18.243010 0.058 0.058 -0.216
H 18.195340 -2.571610 17.575200 0.542 0.190 -0.169
H 18.628980 -3.947680 18.585970 0.019 0.047 0.007
Cl 14.300600 6.251430 19.005900 0.231 -0.016 -0.143
C 14.837270 7.505260 17.827980 1.095 0.678 0.871
C 15.669200 6.938620 16.695160 -0.688 -0.159 -0.074
Cl 14.553300 5.880530 15.827160 -0.018 -0.726 -0.903
H 15.508440 8.155680 18.388860 -0.262 0.147 0.193
H 13.936300 8.069080 17.586200 0.292 -0.201 -0.497
H 16.536080 6.362870 17.019380 -0.213 -0.150 0.376
H 16.060490 7.661780 15.979600 -0.345 0.371 0.219
Cl 16.454740 3.805240 26.702050 -0.445 -0.284 0.625
C 17.727170 4.302120 25.604040 -0.281 0.724 -1.744
C 18.776030 5.173160 26.231210 1.010 -0.766 0.474
Cl 18.168500 6.723990 26.739980 -0.634 0.959 0.247
H 17.210210 4.881180 24.838830 -0.060 0.281 0.073
H 18.047160 3.456320 24.995490 0.612 -0.239 0.656
H 19.612890 5.378010 25.563530 -0.230 -0.294 -0.246
H 19.186780 4.741000 27.143700 0.022 -0.321 -0.174
Cl 22.803710 -1.074710 16.388350 0.609 0.748 0.089
C 23.518290 0.520630 16.844540 0.837 0.053 -0.155
C 22.508330 1.398490 17.458680 -0.921 0.701 0.627
Cl 21.315400 1.994560 16.253730 -0.106 -0.175 0.228
H 23.994130 1.032980 16.008380 -0.273 -0.468 -0.425
H 24.323690 0.417380 17.571710 -0.105 -0.661 0.119
H 22.914430 2.315490 17.885640 0.372 -0.193 -0.065
H 21.996990 0.875260 18.266680 -0.275 0.079 -0.186
Cl 15.012530 2.932340 13.542960 0.708 0.060 0.088
C 13.289060 3.332540 13.567910 -0.117 0.577 -0.441
C 12.570420 2.287510 12.699260 0.101 1.630 -0.430
Cl 12.476550 0.767000 13.499840 -0.356 -1.153 0.513
H 13.161370 4.342390 13.178020 0.173 -0.120 -0.608
H 13.047790 3.504120 14.616940 -0.533 -0.999 -0.005
H 13.117770 2.153810 11.766180 0.378 0.009 0.228
H 11.602760 2.625750 12.328680 -0.296 -0.016 0.668
Cl 21.794540 -0.814830 12.712650 0.199 -0.512 -0.215
C 20.725850 0.569550 12.955020 -0.290 0.446 -0.152
C 19.412710 0.074020 13.568500 1.171 -0.953 0.687
Cl 18.554080 1.292570 14.560010 -0.410 0.023 -0.698
H 20.536950 0.994690 11.969290 0.056 0.110 0.101
H 21.320170 1.267210 13.545070 -0.539 0.008 0.190
H 19.631450 -0.702690 14.301280 0.229 0.080 -0.004
H 18.848440 -0.460160 12.804060 -0.643 0.692 0.066
Cl 22.269130 -1.151720 23.857740 -0.054 -0.020 -0.231
C 21.529750 -2.174400 22.625450 -0.660 -0.211 -1.188
C 21.082800 -1.460270 21.295520 0.888 -0.812 1.623
Cl 22.580480 -0.857080 20.511570 -0.457 0.006 -0.231
H 20.692370 -2.727390 23.051000 -0.323 0.484 0.210
H 22.198870 -2.986700 22.341640 0.434 0.348 0.002
H 20.387040 -0.631800 21.428410 0.151 -0.119 0.050
H 20.640400 -2.269230 20.714180 0.039 0.293 -0.385
```
Positions in Å, forces in eV/Å.